# 1
86
Properties=species:S:1:pos:R:3:lowdin_charge:R:1 method="wB97M-V/def2-TZVPD" homo_ev=-9.760 smiles="CCCOCB(CCO[Si](C)(C)C)ON=O.O=C1c2ccccc2C(=O)c2ccccc21.O=C1c2ccccc2C(=O)c2ccccc21" e_tot_ev=-65410.1856 largest_force_ha_per_bohr=0.01463 gap_ev=8.84 multiplicity=1
C -6.9908 4.3136 3.1232 -0.1014
C -6.9195 3.2377 2.0332 -0.2198
C -6.1623 1.9796 2.4294 -0.2409
O -4.8114 2.0710 2.0190 -0.1584
C -4.1392 0.8314 2.0780 -0.1237
B -2.6474 0.9575 1.6288 -0.3637
C -2.0497 2.2883 1.1037 -0.0466
C -0.5272 2.3404 0.9378 -0.2578
O -0.1793 2.1624 -0.4350 -0.2099
Si 0.8513 3.2796 -1.1018 0.4144
C 1.1919 2.6788 -2.8413 -0.1574
C 0.0946 5.0015 -1.1846 -0.1494
C 2.4946 3.3895 -0.2034 -0.1564
O -1.9049 -0.2521 1.6932 0.0389
N -1.2621 -0.4747 2.9462 0.0147
O -1.3378 -1.5836 3.2727 0.0907
H -6.1864 5.0372 3.0057 0.0695
H -7.9201 4.8765 3.0362 0.0653
H -6.9643 3.8798 4.1202 0.0666
H -6.4693 3.6413 1.1273 0.1111
H -7.9317 2.9349 1.7614 0.1027
H -6.2142 1.8236 3.5135 0.1223
H -6.6298 1.1065 1.9586 0.1190
H -4.2195 0.3768 3.0770 0.1309
H -4.6181 0.1108 1.3929 0.1347
H -2.5253 2.4931 0.1379 0.1354
H -2.4066 3.0891 1.7573 0.1198
H -0.1523 3.2847 1.3406 0.1080
H -0.0753 1.5166 1.4912 0.1077
H 1.4908 3.4926 -3.4960 0.0365
H 1.9882 1.9355 -2.7852 0.0309
H 0.3006 2.1745 -3.2141 0.0285
H 0.8627 5.7351 -0.9318 0.0263
H -0.2000 5.2109 -2.2128 0.0272
H -0.7460 5.1686 -0.5132 0.0260
H 2.4305 3.4009 0.8836 0.0279
H 3.1575 2.5885 -0.5295 0.0284
H 2.9643 4.3274 -0.5094 0.0307
O 1.8682 1.4821 -6.3437 0.1055
C 1.4055 0.6386 -7.0810 -0.2755
C 0.6671 -0.5339 -6.5313 -0.0797
C 0.4950 -0.6355 -5.1564 0.0014
C -0.2148 -1.6991 -4.6271 -0.0524
C -0.7563 -2.6655 -5.4686 -0.0565
C -0.5768 -2.5759 -6.8381 -0.0030
C 0.1384 -1.5127 -7.3748 -0.0829
C 0.3343 -1.4412 -8.8510 -0.2771
O -0.0809 -2.3160 -9.5808 0.1066
C 1.0533 -0.2565 -9.4027 -0.0822
C 1.2183 -0.1480 -10.7777 -0.0028
C 1.8600 0.9562 -11.3109 -0.0574
C 2.3399 1.9578 -10.4735 -0.0575
C 2.1876 1.8500 -9.1023 -0.0028
C 1.5477 0.7422 -8.5613 -0.0820
H 0.9165 0.1243 -4.5127 0.1016
H -0.3509 -1.7748 -3.5563 0.1085
H -1.3188 -3.4911 -5.0530 0.1069
H -0.9891 -3.3242 -7.5005 0.1200
H 0.8384 -0.9307 -11.4193 0.1201
H 1.9855 1.0403 -12.3822 0.1070
H 2.8350 2.8233 -10.8936 0.1070
H 2.5601 2.6206 -8.4419 0.1200
O 0.3541 -2.7983 7.5006 0.1072
C 1.4088 -3.2501 7.1083 -0.2765
C 2.5915 -3.3354 8.0131 -0.0825
C 2.4657 -2.9097 9.3294 -0.0032
C 3.5426 -3.0090 10.1929 -0.0579
C 4.7503 -3.5350 9.7465 -0.0578
C 4.8851 -3.9490 8.4328 -0.0030
C 3.8090 -3.8471 7.5603 -0.0826
C 3.9807 -4.2836 6.1446 -0.2776
O 5.0523 -4.6812 5.7397 0.1062
C 2.7929 -4.2191 5.2467 -0.0833
C 2.9167 -4.6522 3.9332 -0.0027
C 1.8183 -4.6240 3.0911 -0.0532
C 0.5917 -4.1630 3.5564 -0.0631
C 0.4647 -3.7199 4.8618 -0.0096
C 1.5638 -3.7433 5.7103 -0.0793
H 1.5211 -2.5064 9.6665 0.1199
H 3.4421 -2.6795 11.2185 0.1068
H 5.5879 -3.6202 10.4261 0.1069
H 5.8207 -4.3543 8.0735 0.1201
H 3.8742 -5.0113 3.5826 0.1200
H 1.9159 -4.9638 2.0685 0.1074
H -0.2664 -4.1462 2.8980 0.1035
H -0.4833 -3.3547 5.2290 0.1130

# 2
59
Properties=species:S:1:pos:R:3:nbo_charge:R:1 method="wB97M-V/def2-TZVPD" homo_ev=-8.248 smiles="COCCN1CCN(C(=O)[C@H]2CCC(=O)N(Cc3ccccc3OC)C2)CC1" e_tot_ev=-34940.6285 relative_energy_kcal_mol=49.43 largest_force_ha_per_bohr=0.00962 gap_ev=8.92 multiplicity=1
C -4.0100 -1.4106 -1.7130 -0.2493
O -3.8789 -1.2024 -0.3288 -0.5479
C -4.4699 -0.0145 0.1521 -0.0687
C -3.6877 1.2786 -0.1326 -0.2511
N -2.5523 1.3983 0.7613 -0.4528
C -1.4569 0.4996 0.4589 -0.2552
C -0.5757 0.9875 -0.7061 -0.2383
N -0.0818 2.3137 -0.4101 -0.4449
C 1.1870 2.6894 -0.1237 0.6975
O 1.4475 3.8167 0.2560 -0.6374
C 2.2774 1.6422 -0.3196 -0.3247
C 3.6534 2.2914 -0.4360 -0.3787
C 4.7161 1.2160 -0.6502 -0.5048
C 4.4410 -0.1634 -0.0702 0.6880
O 5.2196 -1.0778 -0.2807 -0.6485
N 3.3112 -0.3403 0.6485 -0.4347
C 2.9287 -1.6769 1.0745 -0.2518
C 1.7957 -2.1914 0.2211 -0.0848
C 2.0145 -2.4100 -1.1301 -0.1831
C 0.9956 -2.8436 -1.9601 -0.2415
C -0.2604 -3.0693 -1.4286 -0.2104
C -0.5035 -2.8601 -0.0819 -0.2652
C 0.5158 -2.4104 0.7516 0.2907
O 0.3533 -2.1488 2.0835 -0.5117
C -0.8636 -2.5040 2.6978 -0.2518
C 2.3512 0.7111 0.8917 -0.2046
C -1.1679 3.2499 -0.1808 -0.2503
C -2.0519 2.7436 0.9687 -0.2191
H -5.0602 -1.3513 -2.0229 0.1699
H -3.4273 -0.6911 -2.2988 0.1639
H -3.6317 -2.4120 -1.9088 0.1927
H -5.4839 0.0836 -0.2619 0.1653
H -4.5367 -0.1456 1.2346 0.2002
H -3.4155 1.3159 -1.1990 0.1673
H -4.3597 2.1157 0.0688 0.2085
H -0.8407 0.4255 1.3607 0.1953
H -1.8606 -0.4838 0.2244 0.2403
H -1.1750 1.0447 -1.6235 0.1902
H 0.2282 0.2762 -0.8770 0.2293
H 2.0798 1.0556 -1.2223 0.2183
H 3.8458 2.8565 0.4769 0.2183
H 3.6689 3.0028 -1.2629 0.2210
H 5.6802 1.5426 -0.2551 0.2411
H 4.8669 1.0427 -1.7198 0.2329
H 2.6368 -1.6543 2.1261 0.2197
H 3.8117 -2.3085 0.9477 0.2589
H 3.0058 -2.2409 -1.5238 0.2307
H 1.1835 -3.0112 -3.0095 0.2158
H -1.0638 -3.4157 -2.0618 0.2111
H -1.4934 -3.0402 0.3059 0.2209
H -1.0679 -3.5732 2.5871 0.1802
H -1.7044 -1.9280 2.2996 0.1812
H -0.7352 -2.2696 3.7535 0.2017
H 1.3895 0.2417 1.1026 0.2171
H 2.6418 1.2975 1.7738 0.2024
H -1.7550 3.3439 -1.1013 0.1853
H -0.7301 4.2167 0.0689 0.2533
H -1.4522 2.7275 1.8844 0.2001
H -2.8931 3.4218 1.1201 0.2019

# 3
84
Properties=species:S:1:pos:R:3:lowdin_spin:R:1 method="wB97M-V/def2-TZVPD" homo_ev="-11.682 / -11.919" e_tot_ev=-329290.0635 relative_energy_kcal_mol=6.28 largest_force_ha_per_bohr=0.00853 charge=+1 gap_ev="7.96 / 6.83" multiplicity=2
In -0.4364 -0.1208 -0.5857 0.0033
Br -2.8257 5.7901 2.1859 0.0000
C -2.2419 4.1267 1.5629 0.0001
C -1.0690 3.5680 2.0479 0.0002
C -0.6814 2.3525 1.5251 0.0031
N -1.3718 1.6921 0.5963 0.0002
C -2.5179 2.2203 0.1467 0.0000
C -2.9806 3.4440 0.6108 0.0000
C -3.2837 1.4202 -0.8520 0.0001
C -4.5268 1.8249 -1.3052 0.0000
C -5.1939 1.0222 -2.2180 0.0000
Br -6.8727 1.5413 -2.8627 0.0000
C -4.6117 -0.1578 -2.6414 0.0000
C -3.3683 -0.4810 -2.1316 0.0000
N -2.7155 0.2795 -1.2557 0.0005
H -0.4677 4.0671 2.7927 0.0000
H 0.2314 1.8826 1.8629 0.0024
H -3.8921 3.8783 0.2345 0.0000
H -4.9847 2.7418 -0.9722 0.0000
H -5.0947 -0.8073 -3.3559 0.0000
H -2.8900 -1.3930 -2.4566 0.0000
F 3.5890 -0.0210 -5.4650 0.0000
C 2.3022 0.2872 -5.5906 0.0000
F 2.1652 1.2554 -6.4845 0.0000
F 1.6313 -0.7817 -5.9883 0.0000
S 1.7126 0.8628 -3.9395 0.0000
O 1.8308 -0.2715 -3.0499 0.0003
O 2.4657 2.0396 -3.6199 0.0000
N 0.1830 1.1636 -4.3069 0.0000
S -0.6511 2.0023 -3.3077 -0.0001
O -0.2847 1.7328 -1.8924 -0.0006
O -2.0450 1.9578 -3.6117 0.0000
C -0.1614 3.8104 -3.4701 0.0000
F -1.2609 4.5490 -3.3495 0.0000
F 0.6887 4.1591 -2.5133 0.0000
F 0.3839 4.0221 -4.6532 0.0000
C 4.1643 -2.5474 4.1247 -0.0063
C 3.1408 -2.4964 3.0259 0.0037
C 2.5467 -3.6750 2.5585 0.1884
C 1.6045 -3.6674 1.5300 -0.0020
C 1.0344 -4.9522 1.0019 -0.0073
C 1.2332 -2.4524 0.9954 0.1330
C 1.8461 -1.2288 1.3770 0.0507
C 2.8056 -1.3010 2.4340 0.1175
N 1.5268 -0.0921 0.7050 0.4336
C 2.5267 1.0393 0.7162 0.0257
C 2.0799 2.0894 -0.2830 -0.0006
C 3.8726 0.4998 0.1993 0.0206
C 2.6603 1.7246 2.1035 0.0154
H 3.9721 -3.3748 4.8056 -0.0008
H 4.1737 -1.6233 4.7007 -0.0006
H 5.1626 -2.6899 3.7072 -0.0025
H 2.8288 -4.6213 3.0062 0.0093
H 1.7188 -5.3945 0.2765 -0.0030
H 0.0861 -4.7905 0.4928 -0.0005
H 0.8885 -5.6741 1.8052 -0.0010
H 0.4995 -2.4568 0.2087 0.0046
H 3.2817 -0.4102 2.7973 0.0046
H 2.0457 1.6877 -1.2901 -0.0002
H 2.8086 2.9001 -0.2842 -0.0003
H 1.1125 2.5288 -0.0413 -0.0002
H 3.7314 0.0126 -0.7664 -0.0002
H 4.3481 -0.2030 0.8792 0.0031
H 4.5466 1.3437 0.0556 0.0012
H 1.9820 1.3187 2.8535 0.0000
H 2.4526 2.7904 2.0099 0.0010
H 3.6735 1.6299 2.4936 0.0005
C -1.9193 -3.1125 2.0449 0.0016
P -1.8281 -1.3429 1.6182 0.0009
C -3.6035 -0.9207 1.5887 -0.0001
C -1.2888 -0.6452 3.2195 0.0004
H -2.5796 -3.2267 2.9062 0.0002
H -0.9357 -3.4961 2.3032 0.0003
H -2.3138 -3.6866 1.2091 0.0000
H -4.0904 -1.3562 2.4621 0.0000
H -4.0698 -1.3193 0.6881 0.0000
H -3.7506 0.1577 1.6138 0.0000
H -1.8574 -1.1019 4.0312 0.0000
H -1.4488 0.4303 3.2508 0.0001
H -0.2291 -0.8509 3.3793 0.0003
Cl -0.8711 -2.0494 -4.2942 -0.0008
Ge -0.2273 -2.1572 -2.2614 -0.0016
Cl -1.6811 -3.5877 -1.3966 -0.0008
Cl 1.5856 -3.3084 -2.2473 0.0028

# 4
7
Properties=species:S:1:pos:R:3:nbo_charge:R:1 method="wB97M-V/def2-TZVPD" homo_ev=-9.371 smiles="O=C(Cl)Cl.ClSCl" e_tot_ev=-64009.0004 relative_energy_kcal_mol=0.00 largest_force_ha_per_bohr=0.06994 gap_ev=8.93 multiplicity=1
O -2.0003 -1.5153 -0.7148 -0.4501
C -2.1262 -1.4027 0.4139 0.4905
Cl -3.2513 -2.2595 1.4305 0.0082
Cl -1.1961 -0.2793 1.4675 -0.0501
Cl 2.1322 3.2858 -0.6074 -0.1406
S 2.4864 1.2916 -0.3462 0.2667
Cl 3.9553 0.8795 -1.6435 -0.1247